{
  "formula": "C34H90N4O13",
  "method": "ωB97M-V/def2-TZVPD",
  "multiplicity": 2,
  "s_squared": 0.750,
  "total_energy_ha": -2546.216543,
  "total_charge": -1,
  "symbols": ["C", "C", "O", "H", "H", "H", "H", "H", "H", "C", "C", "O", "H", "H", "H", "H", "H", "H", "C", "C", "O", "H", "H", "H", "H", "H", "H", "C", "C", "O", "H", "H", "H", "H", "H", "H", "C", "C", "O", "H", "H", "H", "H", "H", "H", "C", "O", "C", "C", "N", "C", "C", "O", "C", "H", "H", "H", "H", "H", "H", "H", "H", "H", "H", "H", "H", "H", "H", "H", "C", "O", "C", "C", "N", "C", "C", "O", "C", "H", "H", "H", "H", "H", "H", "H", "H", "H", "H", "H", "H", "H", "H", "H", "C", "O", "C", "C", "N", "C", "C", "O", "C", "H", "H", "H", "H", "H", "H", "H", "H", "H", "H", "H", "H", "H", "H", "H", "C", "O", "C", "C", "N", "C", "C", "O", "C", "H", "H", "H", "H", "H", "H", "H", "H", "H", "H", "H", "H", "H", "H", "H"],
  "xyz": [[4.62874, -2.08323, -0.97124], [4.87072, -3.22642, 0.05286], [5.26621, -4.39554, -0.56406], [5.52797, -1.88059, -1.55298], [4.36488, -1.16961, -0.43853], [3.80648, -2.20984, -1.67550], [4.00829, -3.37658, 0.70230], [5.71424, -3.00059, 0.70523], [6.17452, -4.23869, -0.83231], [5.01503, 2.15153, 0.09643], [6.33735, 1.72565, 0.71494], [6.84421, 0.54801, 0.09466], [5.07570, 2.27818, -0.98449], [4.69275, 3.10341, 0.51849], [4.27938, 1.36366, 0.25825], [6.11784, 1.46324, 1.74985], [7.01808, 2.57662, 0.73865], [7.70990, 0.42345, 0.49046], [-0.82143, -4.55941, -3.59864], [0.48434, -4.92390, -2.95685], [0.26723, -4.92069, -1.58080], [-1.10587, -3.58335, -3.20562], [-1.61784, -5.25338, -3.32982], [-0.75618, -4.62558, -4.68467], [1.21170, -4.16560, -3.24668], [0.91377, -5.82969, -3.38492], [1.00875, -5.39744, -1.20072], [0.73734, -0.99032, -1.55786], [1.68857, 0.20868, -1.64119], [1.76179, 0.87520, -0.40977], [-0.22841, -0.63255, -1.20091], [1.07089, -1.67876, -0.78140], [0.57736, -1.43968, -2.53796], [1.45241, 1.01712, -2.33311], [2.66914, -0.12179, -1.98381], [1.02098, 1.48558, -0.39447], [5.65585, 0.58282, -3.49770], [5.31847, 0.49919, -4.97920], [5.24364, 1.78381, -5.49866], [6.29835, 1.43478, -3.27533], [6.10413, -0.34098, -3.13199], [4.78594, 0.69242, -2.85013], [4.45135, -0.11834, -5.21339], [6.18756, 0.09176, -5.49572], [5.73997, 1.73821, -6.31913], [4.79559, -0.39636, 5.20896], [3.61884, -0.70278, 4.52041], [3.87201, -1.02969, 3.13974], [2.56505, -1.39541, 2.38587], [2.09746, -2.72748, 2.64947], [0.77827, -3.03726, 2.15078], [-0.37122, -2.37300, 2.98744], [-0.29104, -2.77749, 4.39645], [-1.33433, -2.13953, 5.18429], [4.50924, -0.25300, 6.25087], [5.28420, 0.49599, 4.81772], [5.35668, -1.32710, 5.29257], [4.57838, -1.85907, 3.10401], [4.25948, -0.13478, 2.65281], [2.78427, -1.38116, 1.31824], [1.82913, -0.62858, 2.62772], [2.09419, -2.84775, 3.65227], [0.59587, -4.11070, 2.20133], [0.68071, -2.76195, 1.10064], [-1.36360, -2.66214, 2.64151], [-0.27999, -1.29596, 2.84682], [-1.16745, -2.43064, 6.22136], [-2.32692, -2.55482, 5.00989], [-1.34853, -1.06202, 5.02037], [-1.98243, -3.63431, 0.12721], [-3.19104, -3.53803, 0.90376], [-3.96079, -4.73204, 0.89390], [-5.24221, -4.50289, 1.65173], [-6.22947, -5.54503, 1.51729], [-7.52743, -5.31782, 2.20166], [-8.27875, -6.65364, 2.37746], [-7.69395, -7.64247, 3.24730], [-7.62341, -7.20155, 4.59125], [-1.40895, -2.73415, 0.34838], [-2.26083, -3.68262, -0.92553], [-1.35862, -4.48767, 0.39318], [-3.38200, -5.54947, 1.32394], [-4.13087, -4.98109, -0.15354], [-5.72689, -3.64344, 1.18853], [-5.03123, -4.33492, 2.70784], [-5.83056, -6.42282, 1.81808], [-8.21893, -4.74121, 1.58729], [-7.39156, -4.78196, 3.14106], [-8.27019, -7.04805, 1.36137], [-9.33730, -6.50898, 2.59349], [-7.11660, -7.95963, 5.18837], [-8.64947, -6.98504, 4.88862], [-7.07189, -6.26754, 4.69880], [3.01082, 5.52389, -0.04586], [1.73837, 5.26417, 0.40020], [0.86863, 4.74337, -0.62327], [-0.39471, 4.21621, 0.05180], [-0.04114, 2.97591, 0.70016], [-1.13381, 2.34784, 1.38761], [-1.71579, 3.09896, 2.61863], [-2.54946, 4.20756, 2.23651], [-3.02813, 4.96823, 3.37760], [3.09330, 6.22641, -0.87517], [3.53499, 4.59241, -0.25964], [3.58704, 5.99353, 0.75132], [1.33674, 3.92168, -1.16529], [0.69295, 5.50043, -1.38753], [-1.11448, 3.98969, -0.73478], [-0.79091, 4.97171, 0.73027], [0.58542, 3.19735, 1.46074], [-0.71688, 1.38717, 1.68992], [-1.90505, 2.21585, 0.62875], [-0.91332, 3.40015, 3.29202], [-2.32232, 2.42358, 3.22202], [-3.73626, 5.74513, 3.08933], [-2.30241, 5.59504, 3.89582], [-3.47345, 4.37282, 4.17464], [-2.69043, 9.28264, -2.52963], [-2.14773, 8.07649, -3.12455], [-3.14305, 7.07250, -3.47619], [-2.53390, 5.88439, -4.15604], [-1.79842, 5.11139, -3.10809], [-1.15716, 3.91335, -3.58193], [-2.02096, 2.71854, -3.52950], [-1.19125, 1.55561, -3.69495], [-2.03815, 0.36236, -3.70357], [-1.87727, 10.00065, -2.42318], [-3.08482, 9.01328, -1.54984], [-3.44657, 9.71226, -3.18673], [-3.90862, 7.59866, -4.04643], [-3.77213, 6.84754, -2.61494], [-1.85544, 6.16500, -4.96168], [-3.28574, 5.25853, -4.63683], [-1.18625, 5.77632, -2.65730], [-0.32203, 3.70005, -2.91473], [-0.78029, 3.97392, -4.60291], [-2.87275, 2.79303, -4.20553], [-2.42714, 2.68351, -2.51862], [-2.69698, 0.19751, -2.85102], [-1.35180, -0.48202, -3.76735], [-2.59427, 0.31364, -4.63976]],
  "forces_ev_per_angstrom": [[-0.008, 0.070, 0.771], [0.007, 1.770, -0.083], [-0.061, -1.740, -0.885], [0.083, -0.021, 0.100], [0.253, 0.201, 0.150], [-0.060, -0.676, 0.061], [-0.143, -0.298, -0.206], [-0.185, 0.930, 0.372], [0.065, -0.269, -0.217], [0.319, -0.544, -0.337], [-1.017, -0.034, 0.340], [0.127, 0.636, -0.216], [0.233, 0.081, -0.065], [-0.105, -0.200, 0.203], [-0.257, 0.230, 0.124], [0.079, 0.214, 0.373], [0.438, -0.143, -0.278], [0.210, -0.362, -0.103], [-0.406, -0.409, -0.114], [0.035, 0.657, -1.295], [0.400, -0.608, 0.672], [-0.130, 0.161, -0.472], [0.045, -0.140, 0.248], [0.063, 0.552, -0.053], [0.234, 0.346, 0.144], [-0.244, -0.578, 0.404], [0.084, 0.080, 0.478], [-0.231, 1.072, -0.052], [-0.004, 0.066, -0.464], [0.707, -0.394, 0.778], [-0.239, 0.090, -0.097], [0.297, -0.246, -0.380], [0.179, -0.365, 0.117], [-0.714, -0.568, -0.796], [0.279, -0.098, 0.468], [-0.257, 0.509, 0.526], [-0.610, -0.432, 0.482], [1.460, -0.669, 0.707], [-0.615, 1.469, -0.884], [0.187, -0.181, -0.227], [0.298, 0.033, -0.145], [-0.292, 0.199, -0.193], [-0.205, 0.041, 0.137], [0.029, -0.933, 0.195], [-0.247, 0.498, -0.075], [-0.775, -0.831, 0.895], [-0.831, -0.136, -1.036], [-1.149, 0.064, 0.172], [0.896, 0.307, 0.180], [0.299, -0.631, 0.687], [-1.199, 0.044, 1.179], [0.338, -0.635, 0.249], [-0.645, 1.042, -0.739], [0.770, -1.036, -0.340], [-0.148, 0.570, 0.029], [0.438, -0.224, -0.083], [1.023, 0.237, -0.528], [0.206, -0.045, -0.208], [0.384, -0.001, -0.154], [0.024, 0.555, -0.117], [-0.112, 0.327, -0.128], [-0.086, -0.288, 0.233], [0.260, -0.179, -0.009], [0.036, 0.201, 0.035], [-0.023, -0.112, -0.312], [-0.051, 0.315, 0.507], [0.488, 0.445, 0.050], [-0.154, -0.015, -0.734], [0.075, 0.047, 0.194], [-0.874, 0.249, 0.483], [0.388, -0.121, 0.385], [0.665, 0.143, -0.556], [-0.815, 0.628, -0.212], [-0.735, -0.941, -0.213], [0.599, -0.845, 0.081], [0.752, -0.126, -0.413], [0.221, 0.723, -0.729], [-0.298, 0.319, -0.528], [-0.153, 0.018, -0.264], [0.266, -0.044, -0.154], [-0.172, -0.211, 0.037], [0.146, -0.244, 0.191], [-0.439, -0.280, -0.149], [0.275, 0.539, 0.386], [0.228, 0.515, 0.174], [-0.199, -0.244, 0.187], [0.247, 0.345, -0.209], [-0.035, 0.139, 0.239], [0.118, -0.585, 0.102], [-0.081, 0.254, 0.536], [-0.350, -0.065, -0.063], [-0.090, -0.200, 0.692], [0.239, 0.066, -0.073], [1.511, 0.058, 0.261], [-1.645, -0.263, -0.261], [0.163, 0.152, 0.550], [0.888, 0.530, -0.892], [0.305, 0.271, 0.660], [-0.832, 0.237, 0.199], [-0.365, -0.201, -0.348], [-0.024, 0.622, 1.240], [0.239, 0.133, -0.294], [-0.351, -0.079, -0.449], [0.067, -0.029, -0.494], [-0.187, 0.013, 0.309], [0.345, -0.295, 0.150], [-0.266, 0.443, 0.093], [-0.284, 0.137, 0.082], [-0.181, 0.060, -0.061], [0.875, 0.166, -0.207], [-0.548, -0.239, 0.325], [-0.388, -0.364, 0.260], [0.332, 0.389, -0.073], [-0.179, -0.370, -0.045], [-0.343, -0.532, -0.682], [0.985, -0.363, -0.220], [-0.179, -0.502, -0.256], [0.468, -1.509, -0.507], [-0.198, -0.199, -0.062], [-0.748, 2.241, 0.253], [0.787, -0.661, 1.138], [-1.278, 0.695, -0.868], [1.197, 0.493, -0.040], [-0.203, -0.996, 1.274], [-1.981, -0.559, -0.046], [1.527, 0.176, -0.894], [0.041, -0.211, -0.001], [-0.267, 0.308, 0.086], [-0.254, 0.029, 0.074], [0.113, -0.025, -1.041], [0.566, -0.733, 0.603], [0.139, 0.408, -0.132], [-0.267, -0.013, 0.314], [0.326, -0.264, -0.003], [0.237, 0.007, -0.151], [0.398, 0.370, -0.236], [0.019, -0.371, -0.444], [-0.375, -0.076, 0.194], [0.064, 0.560, 0.217], [0.088, 0.033, 0.243], [-0.382, 0.271, 0.021]]
}